# 1
This record from OMol25 describes C33H35AlN5P2Se2 as an isolated structure at a distorted geometry. The level of theory is ωB97M-V/def2-TZVPD.

```
78
C33H35AlN5P2Se2 ωB97M-V/def2-TZVPD
C 0.821 4.674 0.637
H -2.482 3.799 0.621
N 0.238 -1.391 -1.061
H 3.492 0.973 2.444
C -4.394 -1.725 -2.414
C 0.596 2.386 0.046
C 1.894 3.704 3.502
H 5.699 -0.634 0.594
C 5.159 0.093 -0.034
H -2.436 -0.092 -4.083
H -3.787 -4.192 -2.335
H 1.314 -1.908 5.350
H -1.273 -3.601 -3.731
H 3.852 3.457 2.811
H -0.641 1.396 3.684
N -1.944 -1.756 -2.961
Se 0.404 1.212 -2.838
H -0.216 3.764 4.211
C 5.847 1.077 -0.783
H 2.448 3.442 0.028
H -4.904 -2.379 -1.664
C -0.813 2.502 0.112
C -2.409 -1.458 4.305
H -3.396 -4.505 -4.023
C -0.808 -2.166 5.921
H -1.567 -0.700 2.457
H 1.036 -3.181 -4.736
C 0.707 -0.457 -0.195
H 3.235 -0.700 0.473
C 0.644 -1.035 1.049
C 3.752 1.802 -1.802
H -1.565 -3.621 -1.987
H -3.422 -2.479 -5.545
C -1.958 -3.245 -2.937
H -2.935 -2.310 6.155
N -4.232 -2.597 -3.616
H -2.959 -0.173 -1.977
C 2.924 2.965 2.984
H 2.101 4.740 3.785
H -1.512 -1.275 -4.954
H -2.671 -1.637 -0.999
C 2.710 1.622 2.756
C 0.375 1.850 3.471
C 0.612 3.186 3.774
C -0.547 4.773 0.807
H 1.396 5.566 0.815
C -1.378 3.698 0.549
N 0.225 -2.326 0.852
C -3.367 -3.767 -3.220
Al 0.373 -1.352 -3.035
C -2.967 -1.269 -1.971
H -5.128 -2.896 -4.013
H -0.609 -2.564 6.909
H -4.367 -1.097 -5.069
P 1.299 1.014 -0.899
C -2.104 -2.008 5.503
H 1.685 -1.508 -5.010
H 5.701 2.547 -2.302
H 3.278 2.441 -2.519
C 0.979 -2.132 -4.496
P 1.250 -0.732 2.719
C 3.778 0.013 -0.127
C 0.251 -1.823 5.084
H 6.907 1.157 -0.734
C -1.376 -1.114 3.428
H -3.433 -1.243 4.063
C 1.382 3.508 0.267
H -5.048 -0.916 -2.649
N -0.004 -2.505 -0.433
C 5.122 1.859 -1.684
H -1.454 1.643 -0.220
C -3.599 -1.804 -4.716
C 3.088 0.937 -0.930
C 1.459 1.063 2.989
Se 3.025 -1.870 2.773
C -2.321 -1.156 -4.225
H -0.939 5.714 1.174
C -0.091 -1.279 3.822
```

Output
LUMO level = -3.0 eV
net charge = +1

***

# 2
This record from OMol25 describes C41H55N3O4P3PtSi2Te as an isolated structure at a distorted geometry. The level of theory is ωB97M-V/def2-TZVPD.

```
110
C41H55N3O4P3PtSi2Te ωB97M-V/def2-TZVPD
H 1.309 2.524 4.281
H 0.845 1.259 6.351
O 2.485 -1.928 -2.424
H -2.551 -3.764 -4.625
H -1.924 -0.602 -1.801
H -0.184 4.025 -3.850
H -3.960 4.777 -2.860
H -1.687 4.063 0.595
C 1.513 3.389 -0.304
H 1.787 -2.540 3.173
P -0.881 -0.733 1.318
C 2.115 4.546 0.165
H 2.660 2.180 2.548
O 4.724 0.746 1.468
C 0.517 0.872 5.394
C 3.402 -1.157 3.317
H -3.494 -1.920 -3.217
C 4.439 2.162 1.346
H 5.412 2.643 1.293
C 0.265 -2.620 -3.151
H -6.355 -2.145 1.820
H -0.889 0.057 -4.747
Si 0.153 -3.653 0.866
C -1.582 -1.417 -2.421
C -2.437 -2.148 -3.213
O 2.527 0.091 0.416
H 2.671 -1.212 -3.052
H -4.986 -2.970 -0.072
H -1.129 -1.770 4.071
C -0.548 -3.394 -3.967
C -5.310 -1.867 1.745
H -5.338 -0.699 3.541
C 1.737 -2.934 -3.078
H -2.970 -0.045 3.372
H 3.285 -3.238 3.825
H -1.683 1.625 -4.524
H -0.540 1.395 -5.856
C -0.428 -4.211 2.537
C -4.850 2.942 -2.189
H 3.904 2.356 0.416
H -1.702 4.176 -2.090
N 0.018 -1.930 0.706
H 2.287 -2.168 4.828
C 1.353 5.525 0.794
C -1.908 -3.160 -3.997
H -0.376 -0.891 6.240
H 1.340 3.955 -2.952
C -0.743 1.140 -4.811
H -2.601 -2.346 -0.226
H 2.769 -0.271 3.275
H 2.026 -5.162 0.284
C -0.169 -0.337 5.332
H -0.388 -5.306 2.582
Si 0.624 1.690 -3.684
C -3.398 -0.698 2.623
H -0.608 -5.580 -0.465
H 0.176 -3.821 3.358
P -0.621 1.721 -0.886
C 0.353 1.090 3.001
C -4.740 -1.053 2.710
H 3.562 3.702 2.560
H 0.549 1.642 2.089
Pt 0.854 -0.653 -0.859
P 3.892 -0.434 0.821
C -2.620 -1.156 1.562
H -5.843 3.214 -2.523
C -4.543 -2.328 0.680
H 1.335 3.799 -4.714
H -0.104 -4.179 -4.567
C -3.207 -1.975 0.591
N -0.258 -1.643 -2.388
C 2.645 -2.353 3.816
C 2.231 0.910 -4.238
H 3.179 4.696 0.029
H 1.879 -3.850 -2.504
H -1.967 -4.505 -0.125
H -3.198 0.435 -0.624
N 0.305 1.134 -2.075
H -5.465 1.043 -1.398
H 2.303 -3.513 -0.300
C -2.290 2.247 -1.326
C -0.906 -4.527 -0.395
H 1.824 6.433 1.152
C -3.791 3.822 -2.378
C -0.598 0.355 0.083
C -3.361 1.373 -1.137
C 0.793 3.536 -3.800
C 0.132 3.209 -0.173
C 0.778 1.582 4.231
O 3.898 -1.494 1.983
C -0.010 5.341 0.960
H 2.089 -0.120 -4.596
C -0.594 -0.827 4.108
H -1.472 -3.918 2.700
H -0.798 -4.085 -1.391
C 1.920 -4.103 0.538
H 4.273 -0.936 3.930
C -0.619 4.192 0.469
H 2.102 2.624 -0.795
H 4.175 2.313 3.468
Te 5.300 -1.466 -0.822
H -0.605 6.099 1.454
C -0.343 -0.114 2.930
H 2.983 0.937 -3.437
H 2.569 -3.888 1.391
C -4.637 1.722 -1.562
C 3.660 2.615 2.555
H 2.664 1.464 -5.077
H 2.139 -3.110 -4.076
C -2.519 3.480 -1.945
```

Output
LUMO level (spin up / spin down) = -4.4 / -4.4 eV
net charge = +1

***

# 3
This record from OMol25 describes C36H97CuN7O12 as an isolated structure at a distorted geometry. The level of theory is ωB97M-V/def2-TZVPD.

```
153
C36H97CuN7O12 ωB97M-V/def2-TZVPD
H 10.528 3.823 1.547
H -2.744 0.503 4.657
H -1.320 -1.617 3.856
H 0.018 7.349 2.801
H 5.723 -1.949 -2.742
H 0.289 12.338 6.951
C 0.665 11.070 4.533
H 1.707 8.787 2.270
H 0.885 6.238 -0.664
N 4.511 -2.397 -4.397
H -0.714 -3.450 5.524
H -0.302 13.422 5.748
H -4.253 -7.238 1.670
H 7.521 -1.743 1.784
C 1.371 10.496 3.375
H -3.900 -7.195 -1.753
C 0.646 6.587 0.341
O 3.175 -0.252 -5.868
H 1.262 11.055 2.446
H -7.003 1.093 -4.703
H -2.469 1.402 -0.625
C -8.391 -0.167 -7.643
H 4.584 0.451 -4.444
H -6.447 -10.633 -3.542
C 0.563 -4.137 3.450
C 0.601 12.905 6.074
H -6.836 -7.657 -1.932
H -8.387 1.628 -5.729
N -3.954 -3.174 -3.658
H 10.023 5.324 2.501
H 0.526 -2.379 6.238
H 6.055 -1.458 2.975
C -7.410 1.146 -5.713
C -3.358 0.698 6.589
Cu 1.702 -1.815 -4.357
C 0.002 8.435 2.710
H 3.844 -1.169 -7.758
H 4.653 -4.234 -2.379
H -4.292 -3.794 -2.936
H -1.736 -1.200 -7.441
H 4.741 -3.354 -4.620
H 4.701 0.352 2.333
C -5.830 -7.759 -2.337
H -6.921 1.852 -6.385
C -0.842 -1.423 4.817
C 3.202 -0.431 -7.278
H -1.451 1.086 5.723
O 0.955 -3.161 4.431
C 6.892 -1.086 2.385
N -5.005 -5.894 -0.641
H -9.378 0.161 -7.316
C 7.819 -0.241 3.241
H -8.030 -0.990 -5.672
H -0.207 6.005 0.690
C 9.609 1.438 3.131
O -6.359 -0.899 -6.591
H -7.456 -9.284 -3.558
H -6.096 -7.296 3.464
H 2.790 -4.605 -4.051
C 8.637 2.656 3.377
H -4.824 -7.899 -0.416
N 1.208 9.048 3.108
H -0.870 8.695 3.310
C 9.759 4.335 2.124
C 4.101 -3.317 -2.172
N 8.846 0.348 2.420
H 1.910 -5.292 -2.528
O -5.539 -9.073 -2.845
H -5.796 -7.042 -3.157
H 2.234 -0.492 -7.776
H -3.508 -2.424 -3.150
H 9.000 4.619 1.395
N -2.249 -0.382 -7.143
H 5.110 0.595 -6.055
H 4.907 1.322 0.942
H -8.631 -1.133 -8.086
H -4.903 -1.739 6.503
C -2.596 0.993 -1.627
H 7.210 0.547 3.684
C 5.143 -1.433 -5.361
H 10.468 1.799 2.565
C -0.008 -2.643 5.326
H -0.438 0.719 0.150
O -1.263 -0.298 -2.989
C -3.939 -5.552 0.299
O 6.317 -0.344 1.248
C -4.139 -6.157 1.755
H 8.188 -0.969 3.964
H 1.348 -4.375 2.732
H 8.436 0.603 1.533
H -2.040 0.381 -7.770
H -0.631 -0.982 -0.423
H 0.321 -5.127 3.836
O -4.673 0.357 6.034
H -0.672 1.463 -2.174
H 10.008 1.179 4.112
H -1.215 8.136 1.107
H 4.352 -3.160 -1.123
H -6.260 -9.189 -4.797
H 7.986 2.764 2.509
C -2.228 0.330 5.602
H 2.415 10.772 3.527
C 4.671 -2.113 -2.973
H -3.296 -5.915 2.402
H -0.414 9.689 1.057
H -7.967 0.622 -8.265
H -1.046 -0.775 6.657
H 6.229 -1.427 -5.262
C -5.718 -6.292 3.658
H -5.839 -1.277 5.223
C 5.473 0.740 1.669
H 1.369 13.611 6.387
C -6.430 -9.571 -3.791
H -2.932 -5.818 -0.023
H 4.990 -1.811 -6.372
C -7.540 -0.274 -6.332
H -3.325 0.191 -1.512
C 4.474 -0.022 -5.420
H -0.068 -0.694 4.576
C -4.850 -1.080 5.637
H 1.229 -4.143 -3.737
C -0.249 8.625 1.230
O 1.347 12.238 4.936
O 9.334 3.880 3.442
H 6.128 1.491 2.112
H 3.518 0.575 -7.553
C -1.140 0.520 -1.889
O 0.590 7.984 0.302
N -1.609 -0.956 5.839
H -4.244 -1.431 4.802
H -2.875 1.818 -2.283
O -5.203 -5.580 2.504
H -0.334 11.409 4.261
H -5.926 -5.857 -0.227
O 2.611 -3.441 -2.328
H -3.243 -0.544 -7.071
H -3.298 -3.682 -4.234
H -3.763 -4.477 0.335
H 4.193 -1.181 -2.673
H -3.117 0.001 7.391
H -6.457 -5.738 4.237
H -4.875 -6.387 4.342
H 8.022 2.657 4.277
H -3.395 1.732 6.932
H 0.657 10.355 5.356
H -0.387 -3.917 2.963
C 2.123 -4.461 -3.201
H 0.739 0.201 -1.040
C -0.269 0.017 -0.667
H 1.518 6.392 0.966
H -1.822 -0.148 -6.258
C -4.873 -7.212 -1.261
H -4.666 -2.722 -4.213
```

Output
LUMO level = -4.4 eV
net charge = +1

***

# 4
This record from OMol25 describes a 2-piece molecular cluster, C5H10O overall. The level of theory is ωB97M-V/def2-TZVPD.

```
16
C5H10O ωB97M-V/def2-TZVPD
H -0.127 -1.634 -0.467
C 0.722 0.345 -0.430
C -0.637 -0.701 1.425
C -0.369 -0.640 -0.078
H -1.800 1.428 -2.094
H -1.305 -0.330 -0.580
H -2.120 1.856 -0.459
C -2.332 1.055 -1.196
H -1.493 -1.349 1.624
H 0.218 -1.094 1.981
H -0.876 0.292 1.818
H 2.276 -0.532 0.785
H 2.821 0.776 -0.308
O 0.450 1.443 -0.877
C 2.152 -0.078 -0.202
H 2.422 -0.837 -0.944
```

Output
LUMO level (spin up / spin down) = -0.4 / -0.4 eV

***

# 5
This record from OMol25 describes C22H42B2CrN13O43 as an isolated structure at a distorted geometry. The level of theory is ωB97M-V/def2-TZVPD.

```
123
C22H42B2CrN13O43 ωB97M-V/def2-TZVPD
H -6.889 -22.319 -10.322
H -7.282 -13.399 -7.966
O -6.715 -23.899 -7.905
O -6.137 -19.938 -8.430
N -7.955 -21.313 -5.601
O 2.392 -24.404 -4.367
N -3.918 -18.754 -15.866
H -6.135 -20.330 -13.038
H -9.746 -13.224 -9.493
H -3.691 -19.254 -10.412
C -7.157 -20.103 -13.341
H -6.656 -15.039 -7.951
C -1.592 -20.607 -7.781
C -2.955 -22.411 -4.772
C -9.188 -22.027 -6.163
H -6.968 -19.338 -14.095
C 2.361 -19.773 -5.973
N -5.176 -15.713 -12.605
C 1.335 -23.773 -4.254
H -1.630 -17.313 -6.886
O -6.842 -21.711 -5.854
H -3.204 -18.746 -12.017
O -8.853 -17.464 -4.428
H -10.245 -18.584 -11.014
H -5.452 -15.750 -10.382
O -10.622 -19.837 -8.745
C -5.453 -17.286 -4.171
H -1.929 -16.075 -8.199
C -6.664 -19.070 -9.452
O 1.594 -19.202 -8.134
H -8.483 -15.333 -13.388
O -7.731 -16.665 -6.131
N -5.910 -23.183 -8.497
H -9.989 -15.029 -12.486
N -7.613 -21.267 -14.057
O 0.079 -24.103 -4.636
C -9.557 -15.518 -13.360
H -10.327 -18.504 -6.120
O -4.221 -19.715 -15.169
C -5.236 -15.089 -11.221
H -4.818 -16.909 -3.369
O -1.213 -22.799 -8.820
O -1.245 -20.735 -11.344
H -9.641 -21.254 -6.784
O -6.877 -21.721 -14.912
H -7.753 -19.097 -9.476
O -3.973 -21.916 -5.321
H -8.914 -18.705 -7.165
O -4.961 -22.611 -7.957
O -3.355 -21.407 -11.341
H -11.368 -13.596 -8.798
N -2.446 -20.556 -11.281
C -10.691 -19.578 -11.040
O 0.019 -21.963 -3.580
C -6.450 -14.018 -7.629
H -5.224 -23.071 -10.537
O -9.212 -17.802 -13.616
H -6.083 -14.403 -11.220
H -1.923 -17.817 -8.634
O -5.520 -19.371 -5.183
H -6.251 -19.433 -10.394
H -9.898 -22.351 -5.402
O -8.189 -20.348 -4.874
O 1.288 -20.466 -6.178
O -6.242 -16.034 -13.166
C 1.309 -22.357 -3.621
O -11.171 -16.069 -9.537
H -10.304 -20.127 -11.898
O 3.049 -19.674 -5.029
C -2.836 -19.169 -11.083
N -3.594 -17.302 -7.878
C -2.104 -17.090 -7.842
O -5.270 -14.557 -5.780
H -4.335 -14.477 -11.184
H -6.330 -18.057 -9.226
H -5.563 -17.723 -14.947
N -6.221 -13.877 -6.186
O -1.765 -23.468 -3.086
C -4.830 -17.536 -15.731
O -6.963 -13.202 -5.504
H -9.906 -15.052 -14.281
O -9.051 -15.533 -9.558
H -6.650 -24.023 -10.334
C -10.650 -13.827 -9.585
C -9.513 -17.977 -6.619
O -2.852 -18.646 -16.460
N -8.620 -17.306 -5.605
O -3.948 -23.094 -2.692
O -2.836 -20.517 -7.796
N -10.352 -20.323 -9.798
H -7.897 -19.817 -12.594
O -5.510 -19.368 -3.117
H -2.060 -18.660 -10.510
O 0.512 -21.470 -8.239
H -8.845 -22.871 -6.761
H -4.269 -16.668 -15.387
N -9.982 -16.900 -13.339
N -10.255 -15.258 -9.570
H -5.088 -16.876 -5.112
H -11.212 -13.680 -10.507
O -10.012 -21.506 -9.937
O -0.680 -19.710 -7.462
B -0.834 -23.001 -4.110
H -11.772 -19.444 -11.084
O 3.563 -18.127 -7.515
O -1.709 -22.533 -5.225
O -11.158 -17.058 -12.975
O -3.982 -18.338 -7.350
O -4.041 -15.907 -13.011
O -8.775 -21.591 -13.794
C -6.182 -23.090 -10.018
H -9.856 -17.170 -7.266
N -5.437 -18.766 -4.148
Cr -4.951 -20.636 -6.852
B 0.674 -20.215 -7.502
O -4.317 -16.364 -8.267
C 2.564 -18.938 -7.292
C -2.953 -23.007 -3.350
H -5.557 -13.720 -8.179
O 2.296 -21.769 -3.344
C -0.743 -21.784 -8.327
H -5.187 -17.302 -16.734
H -6.488 -17.002 -3.980
```

Output
LUMO level (spin up / spin down) = -0.1 / -0.1 eV
net charge = -1
multiplicity = 5

***

# 6
This record from OMol25 describes a 2-piece molecular cluster, C6H8N2O2S2 overall. The level of theory is ωB97M-V/def2-TZVPD.

```
20
C6H8N2O2S2 ωB97M-V/def2-TZVPD
S 0.954 3.408 -2.802
H 2.501 3.471 0.079
O -1.187 -0.377 0.678
C -0.907 -2.743 0.370
O -1.240 -1.699 2.506
C 1.224 2.541 -1.481
C -2.259 -0.810 2.468
C 1.613 2.842 -0.049
S 0.211 -3.707 -0.254
H 1.323 1.020 0.963
H -1.974 -2.892 0.185
H 0.477 -1.404 1.376
C 1.240 1.066 -1.139
H -2.956 -0.801 3.294
H 1.864 0.436 -1.782
C -0.601 -1.541 1.240
H 0.784 3.287 0.512
N 1.837 1.396 0.174
H 0.226 0.645 -1.109
N -2.311 -0.038 1.464
```

Output
LUMO level = -1.0 eV
structure (SMILES) = S=C[C@@H]1OC=NO1.S=C1CNC1